81
Properties=species:S:1:pos:R:3:forces:R:3 method="wB97M-V/def2-TZVPD" max_force_ha_per_bohr=0.0439 energy_ev=-80751.7277 homo_energy_ha=-0.155 lumo_ev=2.29 total_charge=-1 gap_ev=6.4935 multiplicity=1
C 1.652 -0.477 -1.171 -0.6 -0.3 -0.1
C 0.436 -1.048 -1.232 0.3 0.7 -0.7
P -1.039 -0.641 -0.099 0.9 0.7 -0.4
C -0.891 1.225 -0.405 0.6 0.1 0.0
C -0.814 1.696 -1.860 -0.5 0.5 0.2
C 0.135 2.885 -2.006 -0.5 0.2 0.0
C 0.273 3.359 -3.443 0.5 0.0 0.1
C 1.171 2.479 -4.281 0.1 0.4 -0.6
O 2.493 2.525 -3.776 -0.1 -0.2 0.3
C 3.308 1.521 -4.322 0.1 -0.1 -0.1
N -2.402 -0.390 1.190 -0.4 0.0 -0.2
C -3.430 0.160 0.934 0.3 0.2 0.0
O -4.417 0.763 0.678 -0.3 0.1 0.1
P -2.504 -1.128 -1.796 0.5 -1.9 -1.1
N -2.046 -2.569 -2.364 -0.1 0.0 0.0
P 0.456 -0.599 1.738 -1.8 -0.9 1.1
S -0.398 -1.355 3.395 0.2 -0.1 0.1
H 1.813 0.577 -0.966 0.1 -0.1 1.0
H 2.521 -1.113 -1.308 0.2 0.4 -0.9
H 0.348 -1.858 -1.948 -0.1 -0.9 1.0
H -1.118 -2.044 0.170 -0.2 0.0 -0.1
H 0.072 1.489 0.040 0.1 -0.1 0.1
H -1.594 1.850 0.145 -0.3 -0.3 0.0
H -1.795 2.094 -2.134 -0.2 -0.2 -0.2
H -0.591 0.909 -2.577 0.2 -0.2 0.1
H -0.308 3.701 -1.431 0.1 0.1 0.1
H 1.110 2.697 -1.558 0.1 -0.1 -0.1
H 0.696 4.365 -3.454 0.0 0.1 0.0
H -0.693 3.429 -3.945 -0.2 -0.1 0.1
H 0.810 1.449 -4.355 0.0 -0.1 0.3
H 1.181 2.878 -5.305 0.0 -0.1 -0.1
H 3.614 1.756 -5.348 0.0 0.0 -0.1
H 4.199 1.423 -3.708 0.1 0.1 0.1
H 2.798 0.554 -4.328 -0.1 -0.1 0.0
H -3.858 -1.321 -1.414 0.0 0.8 0.3
H -2.516 -0.257 -2.907 -0.5 0.5 0.4
H -1.820 -2.482 -3.348 0.1 0.0 0.0
H 1.569 -1.428 1.545 0.4 0.6 -0.3
H 0.810 0.709 2.066 0.6 0.1 -0.4
C -3.885 -5.036 -1.069 0.2 0.2 0.0
C -4.903 -6.071 -1.162 0.0 0.0 0.0
N -5.706 -6.888 -1.242 0.0 -0.1 0.0
H -2.896 -5.467 -0.922 0.0 0.0 0.0
H -3.839 -4.422 -1.969 0.0 0.0 0.0
H -4.077 -4.370 -0.229 -0.1 0.0 0.0
C -0.462 -5.166 -4.682 0.0 -0.3 0.2
C -0.505 -3.844 -5.282 0.0 0.1 0.1
N -0.554 -2.786 -5.721 0.0 0.0 -0.1
H -0.641 -5.937 -5.431 0.0 0.1 -0.1
H 0.508 -5.348 -4.224 0.0 0.1 0.0
H -1.223 -5.248 -3.907 0.0 0.1 0.0
C 2.714 -0.100 5.980 0.1 -0.2 0.5
C 2.639 0.427 4.632 -0.2 -0.1 0.0
N 2.564 0.826 3.560 0.6 0.3 0.0
H 3.719 0.031 6.376 0.0 0.0 -0.1
H 2.013 0.402 6.644 -0.1 0.1 -0.2
H 2.479 -1.163 5.986 -0.1 0.0 -0.2
C 0.310 -5.090 3.462 0.0 0.0 0.4
C 0.010 -4.866 2.059 0.0 0.1 -0.1
N -0.228 -4.688 0.951 0.0 -0.2 -0.1
H 1.335 -4.799 3.684 0.0 0.1 -0.1
H -0.350 -4.489 4.084 0.0 0.1 -0.1
H 0.183 -6.141 3.722 0.0 0.0 -0.1
C -3.663 3.285 2.959 -0.3 -0.1 -0.2
C -2.354 3.249 3.594 0.0 0.1 -0.1
N -1.316 3.265 4.083 0.1 0.1 0.0
H -4.389 2.710 3.529 0.1 -0.1 0.1
H -4.023 4.311 2.887 0.1 0.0 0.1
H -3.630 2.867 1.953 0.1 -0.1 0.0
C -0.957 6.677 2.100 0.1 -0.1 0.4
C -1.429 6.924 0.748 0.0 0.0 0.0
N -1.800 7.122 -0.319 0.0 0.0 -0.1
H 0.050 7.069 2.239 0.0 0.0 -0.1
H -1.605 7.158 2.831 -0.1 0.0 -0.1
H -0.932 5.611 2.325 0.0 0.0 -0.1
C 6.368 0.395 3.053 0.0 0.0 -0.3
C 6.196 0.352 4.495 -0.1 -0.1 0.0
N 6.042 0.299 5.630 0.1 0.0 0.1
H 5.448 0.095 2.554 -0.1 0.0 0.1
H 6.617 1.403 2.726 0.0 0.0 0.1
H 7.168 -0.274 2.740 0.0 0.0 0.1